Record 1
Density functional theory data (the ωB97M-V functional and the def2-TZVPD basis) for a 2-piece molecular cluster, C20H41BrFN3O2P overall in a non-equilibrium geometry.

Geometry (Å):
1 C 3.59 -2.65 -0.37
2 C 3.05 -1.34 0.22
3 P 2.10 -0.45 -1.08
4 C 3.31 -0.15 -2.43
5 C 4.60 0.64 -2.11
6 C 1.59 1.22 -0.28
7 C 2.21 2.51 -0.80
8 C 1.91 2.84 -2.25
9 C 2.47 4.22 -2.62
10 Br 3.01 4.26 -4.48
11 N 2.10 1.12 1.14
12 C 1.17 1.35 2.06
13 N 1.42 1.59 3.35
14 N -0.09 1.33 1.54
15 C 0.02 1.29 0.07
16 F -0.47 2.49 -0.38
17 O -0.60 0.23 -0.46
18 C -2.04 0.18 -0.34
19 C -2.65 -0.29 -1.67
20 C -1.86 0.38 -2.81
21 C -2.80 -1.83 -1.85
22 C -2.11 -2.38 -3.12
23 C -2.37 -2.71 -0.66
24 H 2.78 -3.16 -0.89
25 H 3.97 -3.29 0.43
26 H 4.41 -2.47 -1.05
27 H 3.90 -0.76 0.60
28 H 2.42 -1.57 1.07
29 H 3.59 -1.15 -2.76
30 H 2.75 0.28 -3.25
31 H 5.47 0.09 -2.46
32 H 4.73 0.82 -1.05
33 H 4.60 1.59 -2.64
34 H 1.91 3.34 -0.16
35 H 3.30 2.42 -0.70
36 H 2.31 2.12 -2.95
37 H 0.84 2.88 -2.42
38 H 3.36 4.45 -2.04
39 H 1.73 5.00 -2.48
40 H 3.04 1.41 1.33
41 H 0.87 1.17 4.08
42 H 2.15 2.23 3.60
43 H -0.56 2.18 1.86
44 H -2.42 1.19 -0.18
45 H -2.34 -0.39 0.53
46 H -3.63 0.17 -1.73
47 H -2.41 0.32 -3.74
48 H -1.68 1.43 -2.58
49 H -0.89 -0.07 -2.96
50 H -3.86 -2.02 -2.01
51 H -2.31 -3.44 -3.17
52 H -1.03 -2.24 -3.02
53 H -2.46 -1.91 -4.03
54 H -3.19 -2.77 0.05
55 H -1.46 -2.38 -0.17
56 H -2.22 -3.71 -1.04
57 C -3.07 -0.25 4.55
58 C -4.16 -1.19 5.08
59 C -4.44 -2.05 3.86
60 O -3.20 -2.14 3.14
61 C -2.28 -1.19 3.66
62 H -2.47 0.20 5.34
63 H -3.52 0.55 3.96
64 H -3.77 -1.80 5.89
65 H -5.05 -0.67 5.44
66 H -5.19 -1.60 3.20
67 H -4.77 -3.06 4.11
68 H -1.51 -1.72 4.23
69 H -1.79 -0.67 2.82

Calculated values
Net charge   +1
Multiplicity   1
Lowest unoccupied orbital energy   -3.0183 eV
Frontier orbital gap   8.11 eV

Per-atom Löwdin charges, elementary charge units: atom 1 (C): -0.15, atom 2 (C): -0.44, atom 3 (P): 1.08, atom 4 (C): -0.39, atom 5 (C): -0.12, atom 6 (C): -0.34, atom 7 (C): -0.17, atom 8 (C): -0.28, atom 9 (C): -0.60, atom 10 (Br): 0.66, atom 11 (N): 0.13, atom 12 (C): -0.35, atom 13 (N): 0.22, atom 14 (N): 0.23, atom 15 (C): -0.51, atom 16 (F): 0.08, atom 17 (O): -0.07, atom 18 (C): -0.12, atom 19 (C): -0.27, atom 20 (C): -0.06, atom 21 (C): -0.35, atom 22 (C): -0.08, atom 23 (C): -0.06, atom 24 (H): 0.07, atom 25 (H): 0.08, atom 26 (H): 0.07, atom 27 (H): 0.07, atom 28 (H): 0.07, atom 29 (H): 0.07, atom 30 (H): 0.06, atom 31 (H): 0.08, atom 32 (H): 0.05, atom 33 (H): 0.06, atom 34 (H): 0.13, atom 35 (H): 0.10, atom 36 (H): 0.05, atom 37 (H): 0.11, atom 38 (H): 0.06, atom 39 (H): 0.06, atom 40 (H): 0.17, atom 41 (H): 0.13, atom 42 (H): 0.13, atom 43 (H): 0.18, atom 44 (H): 0.13, atom 45 (H): 0.11, atom 46 (H): 0.14, atom 47 (H): 0.09, atom 48 (H): 0.08, atom 49 (H): 0.07, atom 50 (H): 0.13, atom 51 (H): 0.08, atom 52 (H): 0.08, atom 53 (H): 0.07, atom 54 (H): 0.08, atom 55 (H): 0.07, atom 56 (H): 0.07, atom 57 (C): -0.17, atom 58 (C): -0.16, atom 59 (C): -0.19, atom 60 (O): -0.14, atom 61 (C): -0.23, atom 62 (H): 0.11, atom 63 (H): 0.11, atom 64 (H): 0.12, atom 65 (H): 0.12, atom 66 (H): 0.12, atom 67 (H): 0.12, atom 68 (H): 0.12, atom 69 (H): 0.09


Record 2
Density functional theory data (the ωB97M-V functional and the def2-TZVPD basis) for C20H41F6N4PPtSbSi3 as an isolated structure.

Geometry (Å):
1 Pt -0.30 0.25 -0.96
2 C -0.44 4.47 1.53
3 Si 0.38 3.17 0.46
4 C 2.12 2.85 1.07
5 C 0.44 3.85 -1.28
6 C -0.73 1.58 0.61
7 Si -0.54 0.73 2.31
8 C 1.21 0.14 2.63
9 C -1.68 -0.76 2.43
10 C -0.91 1.88 3.73
11 Si -2.57 1.99 0.27
12 C -2.90 3.07 -1.20
13 C -3.57 2.55 1.74
14 C -3.14 0.26 -0.23
15 C -4.43 -0.25 -0.18
16 C -4.71 -1.52 -0.65
17 C -3.67 -2.27 -1.19
18 C -2.41 -1.74 -1.21
19 N -2.15 -0.51 -0.73
20 H 0.17 5.37 1.45
21 H -0.53 4.22 2.58
22 H -1.43 4.73 1.15
23 H 2.71 3.74 0.87
24 H 2.59 2.03 0.53
25 H 2.18 2.66 2.14
26 H 1.47 4.12 -1.52
27 H -0.15 4.76 -1.34
28 H 0.09 3.19 -2.06
29 H 1.77 -0.07 1.72
30 H 1.19 -0.76 3.25
31 H 1.78 0.89 3.17
32 H -1.51 -1.52 1.66
33 H -2.74 -0.49 2.39
34 H -1.51 -1.22 3.40
35 H -0.12 2.62 3.86
36 H -0.92 1.27 4.64
37 H -1.86 2.40 3.69
38 H -2.59 4.10 -1.03
39 H -3.98 3.09 -1.40
40 H -2.40 2.71 -2.11
41 H -3.17 3.48 2.15
42 H -3.63 1.82 2.54
43 H -4.58 2.77 1.40
44 H -5.22 0.37 0.22
45 H -5.72 -1.91 -0.61
46 H -3.85 -3.26 -1.59
47 H -1.58 -2.27 -1.66
48 C 3.49 -3.57 -1.65
49 N 3.60 -2.71 -0.37
50 C 3.11 -3.55 0.82
51 N 1.80 -4.05 0.59
52 C 1.77 -4.85 -0.63
53 N 2.17 -4.06 -1.80
54 C 1.20 -3.04 -2.16
55 P 1.01 -1.82 -0.76
56 C 2.81 -1.45 -0.51
57 C 0.76 -3.02 0.62
58 H 4.20 -4.39 -1.53
59 H 3.78 -2.93 -2.48
60 H 4.58 -2.47 -0.23
61 H 3.15 -2.90 1.70
62 H 3.82 -4.37 0.93
63 H 0.76 -5.24 -0.78
64 H 2.45 -5.69 -0.52
65 H 0.24 -3.50 -2.37
66 H 1.52 -2.51 -3.06
67 H 2.96 -0.86 0.40
68 H 3.19 -0.89 -1.36
69 H -0.21 -3.50 0.52
70 H 0.78 -2.50 1.58
71 F 0.22 -0.50 -3.28
72 Sb 1.54 0.81 -3.81
73 F 1.48 0.36 -5.60
74 F 0.12 2.01 -3.86
75 F 2.85 2.11 -3.84
76 F 1.55 1.05 -1.76
77 F 2.81 -0.54 -3.42

Calculated values
Net charge   +2
Multiplicity   2
Lowest unoccupied orbital energy (alpha / beta)   -6.7910 / -8.1072 eV
Frontier orbital gap (alpha / beta)   7.63 / 6.95 eV

Per-atom Löwdin charges, elementary charge units: atom 1 (Pt): 1.08, atom 2 (C): -0.15, atom 3 (Si): 0.43, atom 4 (C): -0.16, atom 5 (C): -0.17, atom 6 (C): -0.53, atom 7 (Si): 0.41, atom 8 (C): -0.17, atom 9 (C): -0.16, atom 10 (C): -0.15, atom 11 (Si): 0.48, atom 12 (C): -0.14, atom 13 (C): -0.15, atom 14 (C): -0.28, atom 15 (C): -0.01, atom 16 (C): 0.00, atom 17 (C): -0.01, atom 18 (C): -0.12, atom 19 (N): -0.14, atom 20 (H): 0.06, atom 21 (H): 0.02, atom 22 (H): 0.03, atom 23 (H): 0.05, atom 24 (H): 0.02, atom 25 (H): 0.02, atom 26 (H): 0.05, atom 27 (H): 0.05, atom 28 (H): -0.02, atom 29 (H): -0.02, atom 30 (H): 0.04, atom 31 (H): 0.04, atom 32 (H): 0.01, atom 33 (H): 0.03, atom 34 (H): 0.05, atom 35 (H): 0.04, atom 36 (H): 0.06, atom 37 (H): 0.02, atom 38 (H): 0.04, atom 39 (H): 0.05, atom 40 (H): 0.04, atom 41 (H): 0.04, atom 42 (H): 0.04, atom 43 (H): 0.06, atom 44 (H): 0.13, atom 45 (H): 0.13, atom 46 (H): 0.13, atom 47 (H): 0.08, atom 48 (C): -0.08, atom 49 (N): -0.05, atom 50 (C): -0.09, atom 51 (N): -0.13, atom 52 (C): -0.13, atom 53 (N): -0.13, atom 54 (C): -0.26, atom 55 (P): 0.99, atom 56 (C): -0.22, atom 57 (C): -0.26, atom 58 (H): 0.16, atom 59 (H): 0.15, atom 60 (H): 0.19, atom 61 (H): 0.15, atom 62 (H): 0.15, atom 63 (H): 0.15, atom 64 (H): 0.15, atom 65 (H): 0.11, atom 66 (H): 0.09, atom 67 (H): 0.09, atom 68 (H): 0.08, atom 69 (H): 0.11, atom 70 (H): 0.08, atom 71 (F): -0.42, atom 72 (Sb): 1.45, atom 73 (F): -0.29, atom 74 (F): -0.32, atom 75 (F): -0.29, atom 76 (F): -0.47, atom 77 (F): -0.34


Record 3
Density functional theory data (the ωB97M-V functional and the def2-TZVPD basis) for C20H41N2P3SSm as an isolated structure in a non-equilibrium geometry.

Geometry (Å):
1 Sm 0.02 0.00 0.11
2 P -1.74 2.04 1.11
3 P -2.07 -1.51 2.04
4 P 2.00 1.95 -0.29
5 H -1.04 -3.42 -0.38
6 C 0.02 -3.44 -0.61
7 C 1.01 -3.36 0.30
8 H 1.00 -3.70 1.34
9 C -2.99 2.17 -0.23
10 C -2.81 2.14 2.60
11 C -1.08 3.76 1.16
12 C -1.94 -3.33 2.31
13 C -2.38 -1.10 3.81
14 C -3.79 -1.43 1.41
15 C 3.50 1.04 -0.86
16 C 2.75 3.33 0.63
17 C 1.43 2.78 -1.82
18 H 0.30 -3.25 -1.66
19 H 1.93 -2.86 -0.03
20 H -3.62 3.04 -0.05
21 H -3.61 1.26 -0.25
22 H -2.49 2.27 -1.20
23 H -3.29 3.13 2.65
24 H -2.21 2.01 3.51
25 H -3.59 1.37 2.58
26 H -1.92 4.44 1.33
27 H -0.57 4.02 0.22
28 H -0.36 3.86 1.98
29 H -2.91 -3.85 2.22
30 H -1.58 -3.47 3.33
31 H -1.22 -3.76 1.61
32 H -3.26 -1.65 4.19
33 H -2.55 -0.03 3.96
34 H -1.50 -1.40 4.39
35 H -4.37 -2.13 2.02
36 H -3.81 -1.74 0.36
37 H -4.21 -0.41 1.49
38 H 3.94 1.47 -1.77
39 H 3.25 -0.01 -1.05
40 H 4.23 1.09 -0.04
41 H 3.34 3.90 -0.09
42 H 3.39 2.91 1.42
43 H 1.98 3.97 1.08
44 H 2.31 3.20 -2.33
45 H 0.70 3.57 -1.60
46 H 0.96 2.02 -2.45
47 C 1.25 -1.34 -4.55
48 C 0.76 -0.66 -5.69
49 C 1.10 -1.08 -7.01
50 C 1.90 -2.21 -7.23
51 C 2.32 -2.94 -6.10
52 C 2.00 -2.54 -4.79
53 S 0.99 -0.60 -2.86
54 H -0.20 -1.18 -2.35
55 H 0.07 0.17 -5.52
56 H 0.73 -0.53 -7.88
57 H 2.18 -2.49 -8.27
58 H 2.91 -3.86 -6.25
59 H 2.27 -3.18 -3.94
60 N 1.15 0.99 4.28
61 C 1.40 -0.34 4.61
62 C 1.27 -1.03 3.44
63 N 0.91 -0.16 2.41
64 C 0.88 1.06 2.98
65 H 1.18 1.77 4.95
66 H 1.66 -0.66 5.60
67 H 1.42 -2.08 3.28
68 H 0.72 2.03 2.47

Calculated values
Net charge   +3
Multiplicity   6
Lowest unoccupied orbital energy (alpha / beta)   -11.4120 / -9.2731 eV
Frontier orbital gap (alpha / beta)   4.82 / 6.96 eV

Per-atom Löwdin charges, elementary charge units: atom 1 (Sm): 1.26, atom 2 (P): 0.69, atom 3 (P): 0.74, atom 4 (P): 0.67, atom 5 (H): 0.05, atom 6 (C): -0.08, atom 7 (C): -0.06, atom 8 (H): 0.07, atom 9 (C): -0.25, atom 10 (C): -0.24, atom 11 (C): -0.25, atom 12 (C): -0.25, atom 13 (C): -0.25, atom 14 (C): -0.27, atom 15 (C): -0.24, atom 16 (C): -0.23, atom 17 (C): -0.27, atom 18 (H): 0.04, atom 19 (H): 0.06, atom 20 (H): 0.08, atom 21 (H): 0.04, atom 22 (H): 0.05, atom 23 (H): 0.08, atom 24 (H): 0.05, atom 25 (H): 0.04, atom 26 (H): 0.07, atom 27 (H): 0.04, atom 28 (H): 0.04, atom 29 (H): 0.08, atom 30 (H): 0.06, atom 31 (H): -0.01, atom 32 (H): 0.08, atom 33 (H): 0.01, atom 34 (H): 0.04, atom 35 (H): 0.06, atom 36 (H): 0.05, atom 37 (H): 0.03, atom 38 (H): 0.08, atom 39 (H): 0.00, atom 40 (H): 0.06, atom 41 (H): 0.08, atom 42 (H): 0.06, atom 43 (H): 0.04, atom 44 (H): 0.08, atom 45 (H): 0.04, atom 46 (H): -0.02, atom 47 (C): -0.50, atom 48 (C): -0.09, atom 49 (C): -0.05, atom 50 (C): -0.03, atom 51 (C): -0.05, atom 52 (C): -0.09, atom 53 (S): 0.70, atom 54 (H): -0.14, atom 55 (H): 0.11, atom 56 (H): 0.12, atom 57 (H): 0.13, atom 58 (H): 0.13, atom 59 (H): 0.11, atom 60 (N): 0.11, atom 61 (C): -0.02, atom 62 (C): -0.10, atom 63 (N): -0.14, atom 64 (C): -0.26, atom 65 (H): 0.20, atom 66 (H): 0.14, atom 67 (H): 0.11, atom 68 (H): 0.08